1.
54
Properties=species:S:1:pos:R:3:forces:R:3 method="wB97M-V/def2-TZVPD" lumo_energy_ev="-9.43 / -9.07" multiplicity=4 s2=3.782 total_charge=+2 de_lowest_kcal_mol=118.8 orbital_gap_ev="4.85 / 5.22"
Nd 0.01103 0.85377 -0.86725 -0.541 1.762 0.001
Cl 4.54863 -0.73150 2.35411 0.002 -0.611 0.260
P -1.34201 1.76927 1.55889 -1.486 0.621 1.016
P 0.70570 -1.81851 -2.09890 -0.682 -1.121 -0.796
O -1.01468 2.11355 -2.16246 -0.702 -0.045 -0.019
O -3.96507 -0.33683 -3.97144 -0.209 -0.253 0.801
N -1.44721 -1.14697 0.18860 0.378 -0.083 0.183
C 1.82228 -3.28550 -2.03534 0.675 0.502 0.516
C -1.72785 0.15388 2.32216 0.076 -0.374 0.283
C 4.40058 0.76626 1.55455 -0.433 0.726 -0.845
C -1.12009 2.79956 3.07031 1.002 0.319 -0.187
C 4.12386 3.22901 0.30156 -0.288 0.254 -0.285
C 3.17108 1.06043 0.88484 1.349 1.181 0.150
C 5.46161 1.67073 1.58707 -0.570 0.305 -0.481
C -2.77887 -2.03406 2.00624 -0.047 0.018 0.281
C -0.89572 -2.71733 -1.74208 0.325 -0.151 0.469
C -1.64313 -2.32718 -0.45355 -0.170 -0.286 -0.700
C -2.00544 -1.03342 1.42028 -0.076 -0.131 0.439
C 2.07728 0.11836 0.86262 0.015 -1.132 1.011
C 5.31760 2.90492 0.93734 0.105 -0.047 0.107
C -2.53630 -3.27853 0.01757 0.317 -0.155 0.542
C -3.08716 -3.18614 1.28840 0.380 0.646 0.007
C -3.07800 2.24186 1.16437 0.014 0.250 -0.735
C 0.50921 -1.65551 -3.91114 -0.065 0.559 -0.306
C 3.05894 2.32589 0.28653 -0.032 0.212 0.165
H -0.92103 -0.07466 3.03482 -0.015 -0.174 -0.264
H -3.66519 -3.98776 1.73580 -0.044 0.112 -0.189
H -3.66035 0.54989 -3.74252 -0.253 -0.106 -0.066
H -1.54781 -2.65610 -2.62059 -0.020 0.185 0.203
H 6.13791 3.63308 0.93895 -0.349 -0.417 0.047
H -3.67759 2.31003 2.08394 0.337 -0.104 -0.213
H -3.53530 1.49389 0.50247 0.087 0.218 0.077
H -3.09756 3.21779 0.66166 -0.066 -0.253 0.090
H -0.51481 -1.32150 -4.15403 0.421 -0.072 0.058
H -1.66695 2.76367 -2.54256 1.226 -0.901 0.561
H -2.61946 0.29567 2.95778 0.340 0.138 -0.228
H -0.56345 -3.79148 -1.69571 -0.692 0.921 0.223
H -0.68256 3.75839 2.74551 -0.150 -0.300 0.296
H 6.38517 1.41490 2.09467 -0.160 -0.024 -0.008
H 1.40932 0.11302 1.74631 -0.122 0.113 -0.621
H 3.99495 4.20114 -0.19523 0.168 -0.507 0.308
H 1.61754 -3.94311 -2.88971 0.019 0.254 0.212
H -2.66496 -4.15995 -0.57474 -0.175 -0.384 -0.191
H 2.10350 2.67115 -0.17174 0.630 -0.322 0.256
H -0.42558 2.32211 3.78176 -0.183 0.213 -0.340
H 0.69906 -2.62263 -4.40267 -0.073 0.445 0.114
H -2.06684 3.00700 3.58503 0.141 -0.271 -0.327
H 2.88266 -2.97814 -2.03308 -0.434 -0.223 -0.116
H -4.64152 -0.57311 -3.30158 0.521 0.336 -0.685
H 1.62399 -3.82843 -1.10908 0.137 0.016 -0.017
H 2.27811 -0.88005 0.45053 -0.161 0.266 0.120
H -3.08363 -1.89015 3.05674 0.000 -0.199 -0.755
H 0.12717 3.38954 -0.23254 -0.342 -1.564 -0.242
H 1.20894 -0.89020 -4.27344 -0.123 -0.364 -0.181

2.
74
Properties=species:S:1:pos:R:3:forces:R:3 method="wB97M-V/def2-TZVPD" lumo_energy_ev=-2.63 total_charge=+1 de_lowest_kcal_mol=0.0 orbital_gap_ev=8.08
O -2.20003 -3.37894 0.31073 0.012 -0.054 -0.024
O -2.81188 0.16236 3.05861 0.140 -0.049 -0.053
O -0.06658 0.36251 -3.61596 -0.022 -0.036 0.005
O -3.67217 3.19769 -3.27706 0.059 -0.121 0.010
N 3.21015 0.43800 -0.16899 0.636 0.013 0.774
N -1.79888 1.84137 -1.45539 -0.006 -0.011 -0.138
N 1.76423 -1.12616 0.51528 0.869 -0.020 0.586
N 1.69127 0.97848 1.56890 -0.016 0.016 0.121
N -2.46131 -2.92360 3.20669 0.039 0.068 -0.049
C 6.10921 1.03537 1.15950 0.121 -0.102 -0.141
C -2.97813 -2.00642 4.21509 0.039 -0.052 0.032
C 2.65357 -1.72670 -0.52159 -0.368 0.482 -0.266
C -2.77823 -4.30870 1.22771 -0.056 0.004 0.061
C -0.99643 0.94252 -4.51875 0.018 -0.027 -0.049
C 5.46103 1.58713 -0.13201 0.065 0.109 0.090
C -0.48578 1.23171 -1.35390 -0.037 -0.060 0.080
C -4.75816 2.30291 -3.13740 -0.057 0.049 -0.026
C -3.67634 -0.74409 3.72751 -0.106 0.028 0.086
C 2.21847 0.15292 0.67228 -0.623 0.077 -0.209
C -0.79964 -3.30749 0.33372 -0.053 0.067 -0.072
C -3.45726 -3.57171 2.36299 0.055 0.025 0.039
C 0.40391 1.20664 -2.59408 0.114 0.013 0.038
C 3.94255 1.71489 -0.09182 -0.075 0.270 -0.365
C 3.89136 -0.88066 -0.34859 0.021 -0.376 -0.017
C -2.65497 -0.05003 1.66899 -0.027 0.058 0.021
C 6.90292 -0.28036 0.99922 -0.195 -0.074 -0.088
C -1.79647 3.26419 -1.76756 0.027 -0.051 -0.019
C -3.19804 3.75296 -2.06100 -0.027 0.109 0.019
H -1.82126 -2.41198 2.61583 -0.014 0.016 -0.024
H -3.87334 3.50725 -1.23571 0.040 -0.031 0.018
H 0.59633 2.21564 -2.98098 -0.078 -0.002 -0.014
H 1.10362 0.61296 2.30396 -0.321 0.057 -0.332
H 4.63092 -0.92833 -1.14235 -0.305 0.250 -0.206
H 5.33550 0.90892 1.92547 0.098 0.082 -0.014
H 6.50775 -1.07541 1.63608 0.104 0.071 0.023
H -4.02316 -4.28499 2.96880 0.000 0.003 0.003
H -0.43238 -2.87535 1.27492 0.095 -0.083 0.004
H 0.06205 1.74834 -0.55404 0.000 0.030 -0.010
H -1.39891 3.81651 -0.90938 0.010 -0.015 0.006
H -3.17591 4.84028 -2.16985 -0.037 0.000 -0.015
H 1.68709 -1.62693 1.39466 -0.405 -0.203 -0.153
H -0.88126 0.43272 -5.47339 0.003 -0.002 0.002
H -2.02909 0.81526 -4.18451 0.006 0.041 0.014
H -4.47315 1.37675 -2.62434 -0.002 0.020 0.029
H -5.58406 2.76292 -2.58710 -0.010 -0.006 -0.005
H -4.54364 -0.96610 3.09486 0.045 -0.040 -0.035
H 1.37460 0.79419 -2.29278 0.011 0.033 -0.012
H 6.79996 1.79451 1.52954 -0.183 -0.020 0.122
H -2.44464 0.91030 1.19893 -0.023 0.026 -0.017
H 4.37881 -1.14703 0.59686 0.179 0.091 -0.149
H 3.60601 2.33503 -0.92766 0.025 -0.074 0.037
H -4.17601 -2.86845 1.92017 -0.031 -0.026 0.003
H -2.13443 -1.69168 4.83495 -0.018 -0.026 0.037
H -3.66130 -2.55602 4.86953 -0.027 0.004 -0.024
H 2.18934 -1.43781 -1.46954 0.044 -0.476 -0.084
H 2.75912 -2.80351 -0.43821 0.008 0.084 0.161
H -0.62451 0.19458 -1.03010 0.018 0.008 0.028
H -2.33566 1.35374 -2.16271 -0.021 -0.011 0.046
H -2.01346 -4.98650 1.61894 0.011 0.021 0.010
H -4.04866 -0.21223 4.60565 -0.003 0.033 -0.024
H -0.32861 -4.28687 0.19270 -0.035 -0.016 0.016
H -3.56247 -0.46469 1.22069 0.020 0.000 -0.024
H 5.78277 1.02020 -1.01105 -0.094 0.034 0.064
H -1.17405 3.50917 -2.63922 0.006 0.054 0.024
H -3.51078 -4.90107 0.67722 -0.004 0.033 -0.026
H 6.85830 -0.65428 -0.02817 0.102 0.069 0.070
H -5.10013 2.05698 -4.14036 0.004 -0.006 -0.002
H 1.72522 1.97956 1.46590 0.259 -0.079 0.119
H -0.50473 -2.64991 -0.48502 0.021 -0.014 -0.002
H 5.81418 2.60719 -0.30672 0.000 -0.092 -0.014
H -0.80082 2.00876 -4.66022 -0.009 0.003 -0.001
H -1.82493 -0.73150 1.44133 -0.039 -0.028 -0.019
H 7.95332 -0.14559 1.25541 -0.071 -0.047 -0.033
H 3.65814 2.23769 0.82782 0.071 -0.122 -0.042

3.
9
Properties=species:S:1:pos:R:3:forces:R:3 method="wB97M-V/def2-TZVPD" lumo_energy_ev=0.14 de_lowest_kcal_mol=94.8 orbital_gap_ev=9.47
P 1.02891 0.83106 0.23264 2.409 -0.429 0.783
N -1.25694 -0.23546 1.00721 0.678 -0.053 0.085
N -3.03709 0.02758 -0.37162 -4.322 1.553 -4.998
N -2.00956 -0.02901 0.19830 2.010 -0.441 2.445
C 2.07934 -0.35049 -0.34449 -1.159 0.488 0.725
H 2.69521 -0.84923 0.41838 0.011 0.002 -1.071
H 1.92115 -0.71199 -1.35856 0.524 -0.196 0.210
H -3.13820 0.54854 -1.34219 0.960 -1.340 2.719
H 1.71717 0.76899 1.56033 -1.112 0.416 -0.897

4.
71
Properties=species:S:1:pos:R:3:forces:R:3 method="wB97M-V/def2-TZVPD" lumo_energy_ev="-6.21 / -8.77" multiplicity=2 s2=0.785 total_charge=+2 de_lowest_kcal_mol=0.0 orbital_gap_ev="8.12 / 5.56"
Ir -0.63068 -0.57164 1.08694 0.020 0.056 -0.064
S -1.07020 1.27214 2.33743 -0.007 -0.025 0.024
F -0.27453 -4.24591 0.75732 -0.030 0.027 -0.020
F -0.92445 -4.00924 -1.44850 -0.049 0.014 -0.036
F -2.28711 -3.26923 0.25743 -0.058 -0.047 -0.015
F -0.30831 -2.13881 -0.23898 0.022 -0.009 -0.011
O 1.67302 0.47931 -2.13113 -0.011 -0.081 -0.020
N -0.50312 0.80260 -0.48239 0.046 -0.008 0.031
N -2.63236 -0.58344 0.55663 -0.012 0.036 -0.015
N 1.39028 -0.82596 1.60312 -0.059 0.004 0.008
N -0.73904 -2.01108 2.56477 -0.129 0.012 0.061
C 0.53279 -0.19990 -4.07404 -0.037 -0.005 -0.039
C -0.37797 2.60018 1.28206 0.001 0.005 -0.003
C -0.20608 -1.20250 -3.44189 0.020 -0.008 0.020
C 3.26432 2.33654 1.22971 0.007 0.005 -0.011
C 1.68626 0.39533 -3.35937 0.056 0.061 0.037
C 2.86320 0.88837 -4.13973 -0.014 0.003 0.002
C 2.54509 -0.05985 1.12703 0.008 -0.002 0.011
C -1.83634 1.02843 -1.11793 -0.024 0.006 -0.009
C 1.62435 -1.80485 2.41445 0.024 -0.012 0.002
C -0.92325 -0.34865 -5.98525 -0.007 0.000 0.001
C 3.41964 3.54593 1.88894 -0.003 -0.009 -0.004
C -1.65570 -1.34224 -5.34983 -0.003 0.003 -0.003
C -2.73550 -0.15898 -0.87043 0.007 0.003 0.013
C 2.67141 1.25365 1.87472 -0.005 -0.005 0.032
C -1.63179 -2.78899 3.14040 0.047 0.168 -0.162
C -3.47954 0.14209 1.54083 0.014 0.009 -0.009
C 0.35930 -3.58307 3.85380 -0.093 -0.048 0.020
C -0.98136 -3.78379 3.97417 0.188 -0.075 0.057
C 0.50240 -2.48419 2.96394 0.001 -0.034 0.025
C 0.11407 2.09139 -0.07287 -0.011 -0.011 -0.008
C 2.40408 2.60796 3.85350 0.012 0.013 0.008
C 0.18113 0.20934 -5.35973 -0.004 -0.002 0.004
C 2.98236 3.68620 3.20157 -0.004 -0.002 0.007
C -1.28862 -1.78134 -4.08233 0.009 0.006 -0.002
C -2.87045 1.45811 1.98798 -0.010 -0.009 0.005
C 2.25091 1.39379 3.19317 -0.006 -0.008 -0.020
B -0.99300 -3.57115 -0.18230 0.134 -0.008 0.071
H 1.80924 0.56082 3.72756 0.003 0.004 0.007
H 2.63864 -2.08583 2.67913 0.004 0.012 -0.001
H 3.88959 4.37818 1.38217 0.000 -0.001 0.000
H 0.75401 0.97062 -5.87236 0.006 0.001 0.005
H 3.65967 1.18472 -3.46333 0.003 0.000 -0.003
H -3.34263 1.79748 2.90838 0.001 0.001 0.000
H 2.42969 0.11181 0.05581 -0.018 -0.004 -0.005
H 0.14656 0.42434 -1.19773 -0.020 -0.006 -0.010
H -1.20245 -0.01960 -6.97679 -0.001 -0.001 0.000
H -1.81961 -2.59775 -3.60936 -0.002 -0.009 -0.002
H 3.61101 2.22958 0.20730 -0.004 -0.002 -0.001
H 3.10772 4.62871 3.71703 0.000 0.000 -0.001
H -2.90461 -1.56916 0.56487 0.007 0.004 0.011
H 2.08159 2.70513 4.88171 -0.001 -0.002 0.001
H -2.26321 1.94053 -0.70268 -0.001 0.003 0.001
H 3.44399 -0.66438 1.26905 0.004 0.001 -0.015
H -2.40730 -1.01016 -1.46755 -0.002 0.001 0.000
H 0.11405 -1.57507 -2.47727 -0.001 -0.008 0.013
H -3.77175 0.06236 -1.13030 -0.001 0.003 0.000
H -2.49943 -1.79381 -5.85457 0.000 -0.001 -0.001
H -2.98906 2.24336 1.24632 0.003 -0.004 -0.002
H 1.18393 1.93105 -0.03840 0.004 0.004 0.004
H 0.45283 3.02459 1.84583 -0.005 -0.002 -0.006
H -0.07242 2.84099 -0.84485 -0.004 0.003 0.002
H -3.59536 -0.51781 2.40047 0.001 0.001 0.004
H 1.16108 -4.13906 4.31110 -0.007 -0.002 0.005
H -4.47375 0.31511 1.12381 0.000 0.001 0.002
H -1.49295 -4.53626 4.55175 -0.003 -0.001 -0.001
H 3.21357 0.11881 -4.82810 -0.006 -0.001 -0.001
H -1.15259 3.36197 1.20804 -0.003 -0.002 -0.004
H -1.70556 1.18852 -2.18936 0.004 -0.008 -0.001
H 2.57246 1.74860 -4.74675 -0.002 0.001 -0.001
H -2.69213 -2.68497 2.96587 -0.003 -0.010 0.016

| no. | strongest force on any atom (hartree/bohr) |
| --- | --- |
| 1 | 0.037 |
| 2 | 0.020 |
| 3 | 0.132 |
| 4 | 0.005 |